(1)
The following is a DFT calculation (ωB97M-V/def2-TZVPD) of a cluster of 7 separate species, C23H49BF10NO10S6 in total in a non-equilibrium geometry.

E_HOMO: -3.62 eV
Net charge: -1
Total energy: -139469.416 eV

CARTESIAN COORDINATES (ANGSTROEM)
C 0.268 1.479 -0.858
O -0.266 0.240 -0.322
B -1.631 0.026 -0.738
O -2.528 1.182 -0.682
N -2.201 -1.278 -1.169
C -2.635 -2.084 -0.017
C -3.937 -3.019 -0.322
C -4.986 -3.038 0.871
F -5.525 -4.375 0.910
F -4.389 -2.859 2.163
C -6.245 -2.072 0.700
F -5.923 -0.751 1.131
F -7.227 -2.531 1.641
C -6.958 -2.115 -0.731
F -8.362 -1.982 -0.476
F -6.816 -3.328 -1.418
C -6.582 -0.908 -1.717
F -5.270 -0.458 -1.616
F -6.717 -1.419 -3.038
F -7.507 0.167 -1.657
C -1.352 -1.987 -2.160
C -0.068 -2.742 -1.572
C -0.275 -4.252 -1.114
F -0.076 -5.088 -2.286
C -2.198 -2.859 -3.234
O -2.419 -2.352 -4.394
O -2.741 -4.085 -2.975
H -0.305 1.875 -1.762
H 0.206 2.280 -0.050
H 1.358 1.358 -1.194
H -2.370 1.627 0.183
H -1.832 -2.689 0.516
H -3.017 -1.332 0.776
H -4.373 -2.795 -1.347
H -3.514 -4.087 -0.392
H -0.905 -1.144 -2.810
H 0.414 -2.185 -0.691
H 0.726 -2.738 -2.408
H -1.343 -4.407 -0.748
H 0.443 -4.567 -0.279
C -0.253 6.682 -0.008
S 1.045 5.653 0.713
O 0.648 4.227 0.515
C 0.687 6.082 2.430
H -0.243 6.543 -1.089
H -1.226 6.384 0.387
H -0.057 7.730 0.224
H -0.345 5.822 2.671
H 0.851 7.149 2.581
H 1.362 5.519 3.075
C -1.820 2.315 3.315
S -0.032 2.324 3.063
O 0.391 0.917 2.802
C 0.390 2.706 4.779
H -2.301 2.058 2.371
H -2.086 1.574 4.071
H -2.149 3.307 3.630
H -0.016 1.940 5.442
H -0.013 3.685 5.044
H 1.477 2.725 4.870
C 2.962 1.067 -3.967
S 1.644 0.191 -4.832
O 0.656 -0.238 -3.801
C 2.632 -1.258 -5.265
H 2.556 1.999 -3.572
H 3.330 0.454 -3.143
H 3.772 1.293 -4.663
H 3.030 -1.720 -4.360
H 3.448 -0.958 -5.925
H 1.990 -1.970 -5.785
C 4.192 7.391 5.803
S 2.777 8.497 5.616
O 1.642 7.685 5.082
C 3.462 9.440 4.237
H 3.970 6.677 6.597
H 4.369 6.852 4.870
H 5.074 7.972 6.075
H 3.686 8.771 3.403
H 4.369 9.952 4.562
H 2.723 10.177 3.922
C 5.060 -1.696 -0.266
S 3.798 -0.476 -0.691
O 4.500 0.705 -1.286
C 3.370 -0.050 1.009
H 5.499 -2.076 -1.189
H 5.838 -1.230 0.342
H 4.599 -2.520 0.282
H 4.256 0.312 1.535
H 2.966 -0.929 1.513
H 2.613 0.735 0.989
C 2.169 -8.156 -3.335
S 1.246 -8.159 -1.784
O 2.105 -7.506 -0.751
C 1.343 -9.943 -1.516
H 2.267 -7.125 -3.675
H 3.161 -8.583 -3.179
H 1.624 -8.734 -4.084
H 2.388 -10.258 -1.474
H 0.827 -10.462 -2.325
H 0.857 -10.177 -0.568

These are the Mulliken partial charges, in e, on atoms 1 to 99: atom 1 (C): -0.20, atom 2 (O): 0.25, atom 3 (B): 0.27, atom 4 (O): -0.65, atom 5 (N): 0.56, atom 6 (C): -0.79, atom 7 (C): -0.80, atom 8 (C): 0.57, atom 9 (F): -0.35, atom 10 (F): -0.33, atom 11 (C): 0.68, atom 12 (F): -0.27, atom 13 (F): -0.34, atom 14 (C): 0.44, atom 15 (F): -0.32, atom 16 (F): -0.23, atom 17 (C): 0.61, atom 18 (F): -0.11, atom 19 (F): -0.26, atom 20 (F): -0.27, atom 21 (C): 0.72, atom 22 (C): -0.02, atom 23 (C): 0.09, atom 24 (F): -0.36, atom 25 (C): 0.01, atom 26 (O): -0.80, atom 27 (O): -0.73, atom 28 (H): 0.25, atom 29 (H): 0.18, atom 30 (H): -0.16, atom 31 (H): 0.15, atom 32 (H): 0.14, atom 33 (H): 0.46, atom 34 (H): 0.29, atom 35 (H): 0.34, atom 36 (H): 0.09, atom 37 (H): -0.08, atom 38 (H): 0.13, atom 39 (H): -0.14, atom 40 (H): 0.31, atom 41 (C): -1.02, atom 42 (S): 0.35, atom 43 (O): -0.50, atom 44 (C): -0.85, atom 45 (H): 0.34, atom 46 (H): 0.29, atom 47 (H): 0.38, atom 48 (H): 0.26, atom 49 (H): 0.43, atom 50 (H): 0.20, atom 51 (C): -0.81, atom 52 (S): 0.83, atom 53 (O): -0.67, atom 54 (C): -1.20, atom 55 (H): 0.05, atom 56 (H): 0.35, atom 57 (H): 0.39, atom 58 (H): 0.39, atom 59 (H): 0.37, atom 60 (H): 0.32, atom 61 (C): -0.42, atom 62 (S): 0.20, atom 63 (O): -0.44, atom 64 (C): -0.93, atom 65 (H): 0.27, atom 66 (H): -0.21, atom 67 (H): 0.43, atom 68 (H): 0.20, atom 69 (H): 0.40, atom 70 (H): 0.36, atom 71 (C): -0.92, atom 72 (S): 0.45, atom 73 (O): -0.55, atom 74 (C): -0.92, atom 75 (H): 0.32, atom 76 (H): 0.28, atom 77 (H): 0.37, atom 78 (H): 0.28, atom 79 (H): 0.38, atom 80 (H): 0.32, atom 81 (C): -1.23, atom 82 (S): 0.85, atom 83 (O): -0.73, atom 84 (C): -0.87, atom 85 (H): 0.34, atom 86 (H): 0.35, atom 87 (H): 0.37, atom 88 (H): 0.51, atom 89 (H): 0.37, atom 90 (H): -0.02, atom 91 (C): -0.96, atom 92 (S): 0.63, atom 93 (O): -0.63, atom 94 (C): -0.97, atom 95 (H): 0.31, atom 96 (H): 0.33, atom 97 (H): 0.34, atom 98 (H): 0.29, atom 99 (H): 0.35

(2)
The following is a DFT calculation (ωB97M-V/def2-TZVPD) of a cluster of 8 separate species, C23H49BN2O7 in total in a non-equilibrium geometry.

E_HOMO: -8.65 eV
Total energy: -42627.446 eV

CARTESIAN COORDINATES (ANGSTROEM)
C -1.753 -1.460 5.339
C -0.401 -2.296 5.004
C -0.653 -3.520 4.001
C -0.520 -3.134 2.449
C 1.020 -3.181 1.920
C 1.162 -2.005 0.838
C 2.474 -2.075 -0.077
C 2.615 -0.642 -0.809
C 4.126 -0.137 -0.996
C 4.296 1.038 -2.084
C 3.057 2.079 -2.090
C 2.122 1.750 -3.382
C 0.657 2.390 -3.252
B -0.296 1.624 -2.162
C -1.018 0.189 -2.458
C -0.414 -0.943 -3.329
C -1.230 -2.248 -3.450
N -2.499 -2.540 -2.873
C -3.027 -1.494 -2.064
C -2.412 -0.105 -1.791
C -0.616 2.260 -0.694
C -0.604 1.360 0.557
C -0.980 2.163 1.810
C -1.292 3.642 1.695
N -1.273 4.524 0.582
C -0.927 3.738 -0.549
H -2.452 -2.059 6.030
H -1.446 -0.516 5.928
H -2.297 -1.109 4.391
H 0.362 -1.528 4.623
H -0.028 -2.700 6.012
H 0.121 -4.339 4.246
H -1.709 -3.928 4.182
H -0.991 -2.095 2.321
H -1.120 -3.850 1.773
H 1.750 -2.964 2.770
H 1.229 -4.180 1.415
H 0.196 -1.983 0.214
H 1.216 -1.019 1.433
H 2.301 -2.840 -0.924
H 3.404 -2.399 0.495
H 2.125 -0.728 -1.842
H 2.022 0.130 -0.214
H 4.476 0.301 0.017
H 4.844 -1.019 -1.192
H 4.507 0.589 -3.123
H 5.230 1.664 -1.832
H 2.468 2.035 -1.113
H 3.473 3.128 -2.270
H 2.129 0.611 -3.478
H 2.596 2.146 -4.360
H 0.806 3.488 -2.930
H 0.093 2.435 -4.259
H 0.596 -0.819 -3.847
H -0.748 -3.090 -4.088
H -4.035 -1.705 -1.552
H -2.921 0.662 -1.120
H -0.383 0.248 0.542
H -1.026 1.647 2.826
H -1.599 4.156 2.679
H -0.877 4.343 -1.531
O 3.404 2.848 -6.039
H 3.130 2.395 -6.847
H 3.467 3.775 -6.301
O 0.003 7.309 -0.596
H 0.793 6.896 -0.229
H -0.720 6.743 -0.290
O -4.278 2.573 -1.305
H -3.343 2.821 -1.304
H -4.650 3.074 -2.041
O 0.717 -3.085 -5.571
H 0.231 -3.519 -6.283
H 0.996 -2.245 -5.956
O -0.605 1.420 6.325
H -1.094 1.775 7.078
H 0.230 1.123 6.706
O -4.275 -1.006 0.830
H -4.335 -0.109 0.476
H -3.950 -0.880 1.730
O -3.635 -4.896 5.068
H -4.457 -5.131 4.620
H -3.452 -5.654 5.635

Per-atom Mulliken charges, elementary charge units: atom 1 (C): -0.54, atom 2 (C): -0.46, atom 3 (C): -0.48, atom 4 (C): -0.27, atom 5 (C): -0.77, atom 6 (C): 0.05, atom 7 (C): -0.95, atom 8 (C): 1.24, atom 9 (C): -0.99, atom 10 (C): -0.75, atom 11 (C): -0.33, atom 12 (C): -0.02, atom 13 (C): -0.57, atom 14 (B): 0.02, atom 15 (C): 0.81, atom 16 (C): -0.27, atom 17 (C): -0.18, atom 18 (N): -0.55, atom 19 (C): -0.11, atom 20 (C): 0.46, atom 21 (C): 0.86, atom 22 (C): -0.16, atom 23 (C): -0.84, atom 24 (C): -0.37, atom 25 (N): -0.41, atom 26 (C): -0.64, atom 27 (H): 0.31, atom 28 (H): 0.20, atom 29 (H): -0.01, atom 30 (H): 0.22, atom 31 (H): 0.32, atom 32 (H): 0.34, atom 33 (H): 0.13, atom 34 (H): -0.01, atom 35 (H): 0.37, atom 36 (H): 0.30, atom 37 (H): 0.29, atom 38 (H): 0.09, atom 39 (H): 0.25, atom 40 (H): 0.24, atom 41 (H): 0.37, atom 42 (H): -0.38, atom 43 (H): -0.21, atom 44 (H): 0.26, atom 45 (H): 0.33, atom 46 (H): 0.29, atom 47 (H): 0.33, atom 48 (H): 0.08, atom 49 (H): 0.47, atom 50 (H): 0.03, atom 51 (H): 0.10, atom 52 (H): 0.17, atom 53 (H): 0.28, atom 54 (H): -0.14, atom 55 (H): 0.29, atom 56 (H): 0.28, atom 57 (H): -0.64, atom 58 (H): 0.53, atom 59 (H): 0.43, atom 60 (H): 0.30, atom 61 (H): 0.19, atom 62 (O): -0.64, atom 63 (H): 0.29, atom 64 (H): 0.30, atom 65 (O): -0.66, atom 66 (H): 0.31, atom 67 (H): 0.35, atom 68 (O): -0.63, atom 69 (H): 0.29, atom 70 (H): 0.29, atom 71 (O): -0.62, atom 72 (H): 0.32, atom 73 (H): 0.30, atom 74 (O): -0.65, atom 75 (H): 0.31, atom 76 (H): 0.32, atom 77 (O): -0.62, atom 78 (H): 0.29, atom 79 (H): 0.29, atom 80 (O): -0.62, atom 81 (H): 0.30, atom 82 (H): 0.30

> Which of these has the highest E_HOMO?

C23H49BF10NO10S6